This record from OMol25 describes C34H37BF6FeO2 as an isolated structure. The level of theory is ωB97M-V/def2-TZVPD.

```
81
Properties=species:S:1:pos:R:3:forces:R:3
C -0.11237 -3.09327 -2.67056 0.0 -0.2 0.0
C -1.15945 -2.27520 -1.91240 -0.2 -0.2 0.0
C -2.24347 -1.80109 -2.88291 -0.1 -0.2 0.1
C -1.69015 -2.98350 -0.55314 0.0 0.1 -0.4
C -3.03510 -2.43256 -0.01679 0.0 -0.1 -0.2
C -1.70500 -4.50095 -0.56735 -0.1 0.0 -0.2
O -0.69828 -2.55426 0.40561 -0.1 0.9 -0.4
B -0.47512 -1.24567 -0.04047 0.4 -0.1 0.0
C -0.39724 -0.06886 0.92359 0.8 -2.1 -2.1
C -0.42912 -0.28681 2.30920 -0.8 1.3 4.3
C -0.78372 0.75953 3.14767 0.5 -3.7 0.2
C -1.04153 0.43543 4.59760 0.1 -0.4 0.7
F -0.84560 1.51020 5.42033 -0.2 -0.9 -0.7
F -2.32866 -0.00181 4.81516 1.2 0.5 -0.2
F -0.20670 -0.56496 5.02075 -0.8 0.8 -0.1
C -0.95980 2.05312 2.67701 -0.9 1.7 1.9
C -0.75746 2.28053 1.32195 0.5 -0.6 -4.2
C -0.91261 3.67032 0.75674 0.4 0.5 -0.6
F -1.24525 3.65105 -0.57106 0.3 0.1 1.2
F -1.85779 4.42609 1.39169 0.8 -0.7 -0.4
F 0.28163 4.34869 0.85911 -1.0 -0.3 -0.1
C -0.40173 1.25390 0.45896 -0.8 4.3 0.5
C 3.17550 -1.73902 -0.22955 -4.0 2.3 1.9
C 2.99552 -2.03509 1.25250 0.7 -0.9 -0.3
C 3.18001 -0.29706 -0.56076 0.2 -0.5 -0.1
C 2.96843 0.00878 -1.90919 0.0 0.9 0.4
C 2.83448 1.33999 -2.29495 0.2 -0.6 0.5
C 2.93152 2.34331 -1.33134 -0.2 0.7 -0.1
C 3.08565 2.03236 0.01866 0.1 -0.1 0.5
C 3.26709 0.70396 0.42075 -0.1 0.1 -0.6
O -0.49344 -1.09029 -1.41350 -0.6 -0.2 0.7
H -0.56359 -3.96961 -3.15720 0.1 0.2 0.2
H 0.33841 -2.46663 -3.45431 -0.2 -0.1 0.3
H 0.69942 -3.42932 -2.01036 -0.3 0.1 -0.1
H -2.82596 -2.66183 -3.23137 0.0 0.1 0.0
H -2.92789 -1.07702 -2.42415 0.2 -0.2 0.0
H -1.78342 -1.33043 -3.76348 -0.1 -0.1 0.3
H -3.87747 -2.83657 -0.58847 0.1 0.2 0.0
H -3.15989 -2.74309 1.03270 0.2 0.0 -0.4
H -3.08293 -1.33083 -0.02453 0.1 -0.3 -0.2
H -2.49035 -4.86781 -1.23769 0.2 0.0 0.0
H -0.73676 -4.90868 -0.87834 -0.2 0.1 0.1
H -1.93449 -4.87005 0.43615 0.1 0.1 -0.1
H -0.31281 -1.27802 2.72042 0.1 0.0 0.0
H -1.21567 2.86636 3.35743 0.2 -0.3 -0.2
H -0.25261 1.47212 -0.58630 0.1 0.0 -0.1
H 2.31849 -2.19116 -0.75619 0.6 -0.1 -0.2
H 2.70655 -3.09067 1.36996 0.2 0.3 0.1
H 3.95579 -1.88045 1.77283 -0.5 0.0 0.2
H 2.19228 -1.42154 1.69150 0.4 -0.1 -0.1
H 2.90911 -0.82438 -2.59967 -0.1 0.2 -0.2
H 2.60884 1.56968 -3.31930 0.1 0.2 -0.3
H 2.88050 3.39986 -1.63737 -0.2 -0.6 0.2
H 3.01214 2.81844 0.78477 0.3 -0.3 -0.5
H 3.44728 0.41887 1.46358 -0.2 0.3 -0.4
C 6.21774 -2.88642 -1.25635 0.6 0.7 -0.1
C 4.81178 -3.22910 -1.00008 2.2 -0.9 -0.6
C 4.38021 -4.51223 -0.76377 -1.3 -2.9 0.3
C 3.00972 -5.12029 -0.88280 1.1 0.1 1.4
C 3.13419 -6.55812 -0.77095 0.4 0.4 1.1
C 4.53650 -6.88322 -0.61529 -0.2 0.5 0.6
C 5.30112 -5.66895 -0.67685 -0.5 0.5 1.2
Fe 4.18521 -5.82632 -2.26490 -0.2 -0.2 0.1
C 5.24717 -5.10865 -3.75962 -0.8 -0.9 -1.2
C 3.85671 -4.69855 -3.85774 0.5 -0.9 -0.9
C 3.03551 -5.89471 -3.87264 0.8 0.1 -1.0
C 3.91028 -7.04607 -3.78665 0.4 0.7 -1.2
C 5.27991 -6.56648 -3.72496 -0.7 0.6 -1.1
H 6.26697 -1.80379 -1.48024 0.3 -0.4 0.1
H 6.84754 -3.08633 -0.37070 -0.1 0.1 -0.2
H 6.67407 -3.43195 -2.10338 -0.3 0.2 0.3
H 4.13418 -2.33115 -0.74235 0.1 0.1 -0.2
H 2.08484 -4.55825 -0.95132 0.2 -0.2 -0.2
H 2.31991 -7.29232 -0.75715 0.4 0.5 -0.2
H 4.96029 -7.87456 -0.43976 -0.3 0.4 -0.4
H 6.37695 -5.54078 -0.54040 -0.4 -0.3 -0.3
H 6.10557 -4.45038 -3.80262 -0.2 -0.2 0.2
H 3.50113 -3.67543 -3.97771 0.1 -0.4 0.4
H 1.95396 -5.91667 -4.01301 0.4 0.0 0.4
H 3.59917 -8.08612 -3.84429 0.1 0.3 0.3
H 6.17583 -7.17884 -3.72683 -0.2 0.1 0.3
```
Forces are in eV/Å.

Summary:
electronic energy: -3355.821919 Ha
HOMO energy (alpha / beta): -6.0 / -8.6 eV
energy relative to the best compared isomer or geometry (same formula, charge and spin): 22.13 kcal per mole
net charge: 0
⟨S²⟩: 6.059
gap between HOMO and LUMO (alpha / beta): 0.2344 / 0.1771 hartree
spin multiplicity: 5
LUMO (alpha / beta): 0.354 / -3.788 eV